Entry 1:
The following is a DFT calculation (wB97M-V/def2-TZVPD) of C29H40BrCsN5O5Si as an isolated structure at a distorted geometry.

```
82
Properties=species:S:1:pos:R:3:lowdin_charge:R:1
Cs 0.326 -0.098 2.587 1.25
O -2.395 -4.211 3.438 -0.06
C -1.507 -3.325 3.359 -0.57
N -1.607 -2.129 2.819 -0.11
C -2.927 -1.920 2.281 -0.23
C -3.166 -0.591 1.626 -0.27
C -4.426 -0.333 1.068 -0.03
C -4.659 0.880 0.455 -0.08
C -3.635 1.822 0.405 -0.09
C -2.426 1.485 0.984 -0.18
N -2.197 0.316 1.580 -0.08
C -0.153 -3.662 3.955 -0.19
C -0.016 -4.921 4.550 -0.01
C 1.193 -5.283 5.109 -0.08
C 2.245 -4.378 5.063 -0.09
C 2.021 -3.156 4.453 -0.17
N 0.861 -2.794 3.911 0.02
H -3.691 -2.051 3.065 0.13
H -3.171 -2.704 1.545 0.13
H -5.198 -1.090 1.124 0.11
H -5.626 1.098 0.019 0.10
H -3.775 2.785 -0.067 0.10
H -1.588 2.179 0.970 0.11
H -0.881 -5.567 4.544 0.11
H 1.324 -6.253 5.575 0.10
H 3.214 -4.610 5.486 0.09
H 2.818 -2.419 4.395 0.10
O 2.808 5.484 4.765 0.09
C 2.838 4.751 5.847 -0.54
O 3.280 5.142 6.912 0.05
C 2.271 3.380 5.730 -0.06
C 2.098 2.530 6.797 -0.02
N 1.555 1.401 6.303 -0.01
N 1.370 1.453 4.980 0.02
C 1.798 2.646 4.607 -0.15
C 1.730 3.035 3.142 -0.60
O 1.944 4.252 2.877 0.02
O 1.467 2.131 2.334 -0.32
H 2.396 4.956 3.951 0.02
H 2.316 2.663 7.843 0.13
H 1.280 0.577 6.804 0.15
C 1.172 2.789 -2.493 -0.11
C 1.394 1.631 -3.480 -0.63
C 1.101 2.119 -4.907 -0.09
C 2.879 1.254 -3.386 -0.11
Si 0.281 0.115 -3.033 0.51
Br 0.437 -0.103 -0.767 0.50
C 0.942 -1.572 -3.729 -0.63
C -0.097 -2.683 -3.517 -0.10
C 1.242 -1.461 -5.231 -0.09
C 2.219 -2.021 -3.001 -0.12
C -1.599 0.407 -3.386 -0.62
C -1.992 1.854 -3.060 -0.10
C -1.919 0.133 -4.864 -0.09
C -2.477 -0.494 -2.502 -0.11
H 1.813 3.629 -2.779 0.09
H 1.439 2.501 -1.476 0.06
H 0.144 3.146 -2.487 0.06
H 1.796 2.921 -5.171 0.09
H 0.089 2.518 -4.995 0.06
H 1.220 1.318 -5.641 0.07
H 3.489 2.147 -3.556 0.09
H 3.164 0.517 -4.139 0.06
H 3.123 0.868 -2.395 0.08
H -1.000 -2.518 -4.107 0.06
H -0.371 -2.768 -2.464 0.08
H 0.328 -3.642 -3.830 0.09
H 0.370 -1.120 -5.795 0.06
H 1.534 -2.440 -5.624 0.09
H 2.066 -0.771 -5.423 0.06
H 2.026 -2.199 -1.945 0.05
H 3.026 -1.296 -3.082 0.06
H 2.569 -2.961 -3.442 0.09
H -1.509 2.571 -3.725 0.06
H -1.748 2.103 -2.025 0.07
H -3.074 1.970 -3.182 0.09
H -1.297 0.735 -5.530 0.07
H -2.965 0.382 -5.066 0.09
H -1.775 -0.919 -5.117 0.06
H -2.330 -0.272 -1.443 0.04
H -2.286 -1.554 -2.657 0.06
H -3.531 -0.308 -2.737 0.09
```

Output
* charge: -1
* HOMO energy: -5.072 eV
* max |F|: 1.90 eV Å⁻¹
* energy: -126884.4916 eV


Entry 2:
The following is a DFT calculation (wB97M-V/def2-TZVPD) of C29H40BrN2O7P2W as an isolated structure.

```
82
Properties=species:S:1:pos:R:3:lowdin_charge:R:1
W -0.403 0.394 -0.014 1.68
C -1.719 2.223 0.832 -0.07
C -1.393 2.431 -0.545 -0.19
C -2.018 1.349 -1.289 -0.21
C -2.625 0.499 -0.283 -0.15
C -2.550 1.113 1.000 -0.22
C -3.511 0.843 2.149 -0.52
C -3.190 1.665 3.396 -0.03
C -3.692 -0.632 2.505 -0.03
C -4.857 1.361 1.588 -0.02
C -2.500 1.281 -2.750 -0.48
C -1.398 1.353 -3.830 -0.04
C -3.486 2.456 -2.923 -0.03
C -3.356 0.024 -2.991 -0.05
C -0.739 3.761 -0.957 -0.50
C 0.471 4.109 -0.082 -0.04
C -0.261 3.849 -2.406 -0.04
C -1.815 4.840 -0.717 -0.02
H -1.354 2.847 1.633 0.13
H -3.228 -0.363 -0.508 0.12
H -2.260 1.368 3.876 0.06
H -3.989 1.527 4.125 0.10
H -3.142 2.731 3.167 0.09
H -2.841 -1.033 3.054 0.07
H -3.871 -1.242 1.615 0.08
H -4.570 -0.735 3.144 0.10
H -4.780 2.405 1.278 0.10
H -5.621 1.292 2.364 0.10
H -5.189 0.770 0.732 0.09
H -0.411 1.544 -3.415 0.05
H -1.612 2.147 -4.546 0.09
H -1.356 0.426 -4.404 0.08
H -2.989 3.421 -2.915 0.06
H -4.238 2.452 -2.131 0.10
H -4.004 2.357 -3.880 0.10
H -2.837 -0.911 -2.781 0.06
H -3.648 0.005 -4.042 0.10
H -4.275 0.045 -2.402 0.09
H 1.309 3.448 -0.286 0.07
H 0.263 4.070 0.986 0.08
H 0.777 5.129 -0.322 0.10
H 0.532 3.130 -2.604 0.07
H 0.150 4.848 -2.562 0.10
H -1.053 3.714 -3.137 0.06
H -2.106 4.881 0.335 0.09
H -2.715 4.669 -1.309 0.07
H -1.414 5.818 -0.988 0.10
O 2.879 2.741 2.004 -0.08
P 2.374 1.288 1.630 0.26
O 2.808 0.234 2.540 -0.22
O 0.908 1.488 1.255 -0.41
O 3.079 1.073 0.114 -0.21
P 2.181 0.251 -0.882 0.24
O 3.157 -0.366 -1.930 -0.03
O 1.384 -0.791 -0.089 -0.33
O 1.066 1.074 -1.509 -0.32
H 3.629 2.708 2.613 0.10
H 4.082 -0.087 -1.872 0.12
Br 1.101 -1.417 7.159 0.79
C 0.518 -1.365 5.372 -0.68
C 0.505 -2.534 4.625 -0.10
C 0.083 -2.496 3.308 0.00
C -0.336 -1.289 2.754 -0.25
C -0.266 -0.118 3.490 -0.05
C 0.144 -0.154 4.809 -0.09
N -0.770 -1.224 1.394 -0.01
C -1.308 -2.249 0.857 -0.04
C -1.329 -2.385 -0.607 -0.23
C -1.683 -3.568 -1.219 0.03
C -1.400 -3.715 -2.576 -0.01
C -0.753 -2.694 -3.237 0.00
C -0.466 -1.516 -2.554 -0.09
N -0.793 -1.353 -1.281 -0.02
H 0.849 -3.461 5.060 0.11
H 0.141 -3.397 2.713 0.12
H -0.512 0.819 3.017 0.09
H 0.195 0.755 5.392 0.12
H -1.656 -3.089 1.453 0.15
H -2.129 -4.369 -0.645 0.13
H -1.658 -4.631 -3.091 0.13
H -0.473 -2.786 -4.277 0.13
H 0.027 -0.680 -3.025 0.11
```

Output
* charge: +1
* HOMO energy: -10.496 eV
* max |F|: 0.73 eV Å⁻¹
* energy: -138484.9670 eV


Entry 3:
The following is a DFT calculation (wB97M-V/def2-TZVPD) of C29H40Ge2N4O2Tc as an isolated structure at a distorted geometry.

```
78
Properties=species:S:1:pos:R:3:lowdin_charge:R:1
Tc -0.677 1.196 0.766 1.41
N 0.765 0.994 -0.734 0.00
C 1.921 1.924 -0.428 -0.22
C 3.241 1.431 -1.020 -0.13
C 3.585 1.920 -2.435 -0.16
C 4.374 3.228 -2.402 -0.17
N 4.822 3.587 -3.747 0.09
C 5.550 4.670 -4.037 -0.42
N 5.892 5.522 -3.077 0.23
N 5.915 4.906 -5.293 0.22
C 1.999 2.040 1.133 -0.54
O 2.992 2.424 1.659 0.18
O 0.860 1.746 1.769 -0.18
H 1.111 0.038 -0.596 0.10
H 0.435 1.031 -1.701 0.14
H 1.667 2.921 -0.796 0.16
H 3.251 0.338 -0.976 0.12
H 4.024 1.749 -0.329 0.13
H 2.688 2.039 -3.052 0.12
H 4.201 1.162 -2.923 0.13
H 5.240 3.093 -1.747 0.14
H 3.763 4.041 -1.999 0.14
H 4.684 2.913 -4.484 0.16
H 5.722 5.321 -2.107 0.12
H 6.429 6.349 -3.284 0.15
H 5.639 4.301 -6.048 0.14
H 6.511 5.684 -5.527 0.14
C -4.315 -0.332 0.350 -0.21
Ge -4.294 1.608 0.300 0.83
C -4.417 2.369 -1.480 -0.21
C -5.392 2.465 1.646 -0.19
C -2.373 2.157 0.905 -0.30
H -5.355 -0.660 0.311 0.05
H -3.890 -0.722 1.276 0.02
H -3.793 -0.770 -0.502 0.02
H -5.356 2.041 -1.929 0.04
H -3.606 2.026 -2.122 0.02
H -4.424 3.457 -1.445 0.04
H -6.435 2.277 1.384 0.05
H -5.230 3.541 1.663 0.04
H -5.207 2.050 2.635 0.04
H -2.267 1.844 1.983 0.06
H -2.039 3.201 0.822 0.05
C -1.180 -0.352 0.999 -0.20
Ge -0.946 -2.472 1.331 1.04
C -2.065 -3.181 -0.045 -0.33
C -3.221 -3.876 0.314 -0.09
C -4.054 -4.394 -0.667 -0.04
C -3.745 -4.206 -2.008 -0.04
C -2.602 -3.502 -2.375 -0.06
C -1.762 -2.994 -1.398 -0.13
C -1.462 -2.702 3.160 -0.31
C -1.538 -4.007 3.646 -0.10
C -1.879 -4.228 4.973 -0.04
C -2.141 -3.154 5.811 -0.04
C -2.065 -1.854 5.332 -0.06
C -1.724 -1.626 4.006 -0.12
C 0.931 -2.381 0.876 -0.31
C 1.475 -3.216 -0.104 -0.09
C 2.845 -3.199 -0.342 -0.05
C 3.668 -2.349 0.384 -0.06
C 3.132 -1.512 1.361 -0.07
C 1.768 -1.532 1.609 -0.13
H -3.474 -4.017 1.359 0.11
H -4.941 -4.945 -0.387 0.12
H -4.395 -4.612 -2.771 0.12
H -2.366 -3.366 -3.422 0.11
H -0.858 -2.470 -1.694 0.09
H -1.331 -4.857 3.004 0.11
H -1.938 -5.240 5.351 0.12
H -2.406 -3.331 6.845 0.12
H -2.271 -1.020 5.990 0.12
H -1.669 -0.603 3.645 0.08
H 0.846 -3.897 -0.663 0.11
H 3.267 -3.868 -1.080 0.12
H 4.737 -2.358 0.212 0.12
H 3.778 -0.876 1.952 0.12
H 1.374 -0.924 2.415 0.10
```

Output
* charge: +3
* HOMO energy (spin up / spin down): -15.870 / -15.870 eV
* max |F|: 1.82 eV Å⁻¹
* energy: -155980.8092 eV


Entry 4:
The following is a DFT calculation (wB97M-V/def2-TZVPD) of C29H40N10O2SW as an isolated structure at a distorted geometry.

```
83
Properties=species:S:1:pos:R:3:mulliken_spin:R:1
W 0.408 0.182 0.364 1.83
C 0.839 1.882 -1.158 -0.03
C 1.976 1.047 -1.180 0.04
C 2.581 1.096 0.103 -0.15
C 1.830 1.976 0.921 0.08
C 0.751 2.460 0.147 -0.07
H 0.241 2.151 -2.017 0.02
H 2.382 0.554 -2.047 0.01
H 3.524 0.650 0.362 -0.01
H 2.119 2.336 1.893 0.01
H 0.076 3.243 0.439 0.01
C -2.114 -4.801 0.468 0.00
N -1.369 -3.749 -0.233 0.01
C -0.754 -4.053 -1.533 0.01
C -1.208 -2.538 0.292 0.05
N -0.664 -1.536 -0.327 0.08
N -1.733 -2.368 1.570 0.00
C -1.528 -1.313 2.414 0.00
N -2.262 -1.343 3.535 0.02
N -0.675 -0.369 2.161 0.10
H -2.129 -5.686 -0.156 0.00
H -3.153 -4.513 0.643 0.00
H -1.635 -5.077 1.411 0.00
H -0.643 -5.129 -1.618 0.00
H 0.236 -3.608 -1.590 0.00
H -1.367 -3.690 -2.359 0.00
H -0.452 -1.729 -1.310 -0.01
H -2.273 -3.129 1.938 0.00
H -2.901 -2.091 3.741 0.00
H -2.131 -0.647 4.249 0.00
H -0.610 0.277 2.931 0.02
C 1.001 -2.674 4.341 0.00
N 2.167 -1.820 4.420 0.01
C 2.260 -1.145 5.697 0.00
C 2.392 -0.937 3.292 0.02
C 2.572 -1.684 1.980 0.03
C 3.551 -2.685 1.995 -0.01
C 3.881 -3.395 0.858 0.00
C 3.237 -3.094 -0.336 0.01
C 2.280 -2.096 -0.359 0.06
C 1.891 -1.379 0.791 -0.08
H 1.116 -3.515 5.028 0.00
H 0.896 -3.073 3.330 0.00
H 0.071 -2.143 4.621 0.00
H 2.247 -1.879 6.503 0.00
H 1.424 -0.438 5.867 0.00
H 3.196 -0.589 5.759 0.00
H 3.321 -0.402 3.511 0.01
H 1.616 -0.168 3.183 0.00
H 4.063 -2.885 2.929 0.00
H 4.650 -4.159 0.891 0.00
H 3.490 -3.621 -1.250 0.00
H 1.822 -1.865 -1.316 -0.04
O -1.114 3.042 -3.787 0.00
C -2.442 3.516 -3.651 0.00
N -3.450 2.509 -3.911 0.00
C -3.868 1.558 -3.030 0.00
O -4.569 0.616 -3.344 0.00
C -3.365 1.702 -1.618 0.00
C -3.957 2.567 -0.715 0.00
C -3.440 2.643 0.570 0.00
C -2.340 1.876 0.886 -0.01
N -1.770 1.026 0.019 -0.01
C -2.293 0.931 -1.208 0.00
H -0.848 3.047 -4.710 0.00
H -2.638 4.369 -4.294 0.00
H -2.529 3.832 -2.621 0.00
H -3.753 2.360 -4.861 0.00
H -4.802 3.179 -1.008 0.00
H -3.871 3.304 1.310 0.00
H -1.894 1.946 1.867 0.00
H -1.826 0.222 -1.882 0.01
S 0.232 -1.079 -3.539 0.00
C -1.205 -1.347 -4.366 0.00
N -1.201 -1.321 -5.737 0.00
C -2.321 -1.432 -6.488 0.00
C -3.517 -1.599 -5.879 0.00
C -3.490 -1.690 -4.476 0.00
N -2.392 -1.581 -3.748 0.00
H -0.300 -1.219 -6.178 0.00
H -2.197 -1.385 -7.562 0.00
H -4.438 -1.667 -6.437 0.00
H -4.408 -1.871 -3.928 0.00
```

Output
* charge: +2
* HOMO energy (spin up / spin down): -12.580 / -12.591 eV
* max |F|: 1.00 eV Å⁻¹
* spin multiplicity: 3
* energy: -62367.2822 eV


Entry 5:
The following is a DFT calculation (wB97M-V/def2-TZVPD) of C29H40N3O13PS2W as an isolated structure.

```
89
Properties=species:S:1:pos:R:3:mulliken_spin:R:1
W 0.318 -0.675 -0.973 1.57
C -3.485 -2.769 -0.434 0.00
C -2.570 -1.623 -0.802 0.03
O -1.364 -1.957 -1.064 0.02
C -3.101 -0.356 -0.875 0.05
C -2.417 0.762 -1.397 0.01
C -3.197 1.996 -1.759 0.00
N -1.133 0.740 -1.645 0.02
N -0.650 1.835 -2.376 0.01
C 0.542 1.548 -2.778 0.04
O 1.130 0.418 -2.550 0.03
C 1.308 2.542 -3.579 -0.01
C 2.667 2.332 -3.794 0.00
C 3.403 3.250 -4.529 0.00
C 2.790 4.379 -5.053 0.00
C 1.431 4.588 -4.843 0.00
C 0.693 3.674 -4.109 0.00
H -2.921 -3.699 -0.430 0.00
H -4.311 -2.844 -1.143 0.00
H -3.890 -2.595 0.564 0.00
H -4.141 -0.230 -0.605 0.01
H -4.223 1.903 -1.402 0.00
H -3.194 2.131 -2.841 0.00
H -2.726 2.881 -1.335 0.00
H 3.127 1.443 -3.384 0.00
H 4.463 3.086 -4.676 0.00
H 3.368 5.098 -5.623 0.00
H 0.949 5.470 -5.250 0.00
H -0.363 3.824 -3.923 0.00
N 2.500 -4.150 0.389 0.01
C 1.749 -3.255 -0.314 0.02
O 1.029 -2.468 0.298 0.02
C 1.801 -3.291 -1.808 -0.05
C 0.914 -2.204 -2.430 0.02
H 2.684 -3.850 1.336 0.00
H 3.313 -4.496 -0.096 0.00
H 1.538 -4.310 -2.121 0.00
H 2.846 -3.134 -2.089 0.00
H 0.015 -2.651 -2.863 0.00
H 1.477 -1.718 -3.226 0.02
O 2.267 2.876 1.406 0.00
S 2.481 1.575 0.805 0.02
O 2.910 0.536 1.700 0.00
O 1.334 1.226 -0.076 0.00
C 3.858 1.880 -0.348 0.00
C 4.223 3.220 -0.482 0.00
C 5.285 3.607 -1.283 0.00
C 6.014 2.649 -1.971 0.00
C 5.651 1.318 -1.863 0.00
C 4.581 0.926 -1.063 0.00
S 4.202 -0.827 -1.103 0.01
O 4.448 -1.221 -2.484 0.00
O 5.074 -1.486 -0.151 0.00
O 2.789 -0.868 -0.731 0.04
H 3.650 3.950 0.071 0.00
H 5.535 4.658 -1.371 0.00
H 6.848 2.935 -2.603 0.00
H 6.173 0.551 -2.420 0.00
C -2.096 -2.534 4.760 0.00
C -1.770 -2.892 3.312 0.00
C -2.645 -4.052 2.854 0.00
C -0.300 -3.262 3.160 0.00
O -2.132 -1.803 2.442 0.00
P -1.264 -0.419 2.322 0.02
O -0.570 -0.163 3.600 0.01
O -0.526 -0.450 1.022 0.08
O -2.445 0.637 2.031 -0.01
C -3.508 1.059 2.883 0.00
C -4.651 0.048 2.802 0.00
C -3.065 1.259 4.329 0.00
C -3.952 2.391 2.284 0.00
H -1.897 -3.393 5.408 0.00
H -3.154 -2.271 4.853 0.00
H -1.489 -1.688 5.077 0.00
H -2.480 -4.924 3.492 0.00
H -2.406 -4.319 1.824 0.00
H -3.701 -3.774 2.906 0.00
H -0.081 -4.143 3.769 0.00
H 0.338 -2.439 3.480 0.00
H -0.075 -3.477 2.116 0.00
H -4.338 -0.916 3.200 0.00
H -4.942 -0.095 1.759 0.00
H -5.515 0.408 3.367 0.00
H -2.795 0.314 4.796 0.00
H -3.881 1.722 4.891 0.00
H -2.185 1.901 4.368 0.00
H -4.231 2.247 1.240 0.00
H -3.127 3.103 2.320 0.00
H -4.806 2.799 2.831 0.00
```

Output
* charge: -2
* HOMO energy (spin up / spin down): -1.189 / -2.594 eV
* max |F|: 0.84 eV Å⁻¹
* spin multiplicity: 3
* energy: -94603.3332 eV